(w)
Computed, not measured: a 11-piece molecular cluster, C5H33NO10 overall, with ωB97M-V with the def2-TZVPD basis set.

## Properties
- Frontier orbital gap: 9.017 eV
- Molar mass: 267.32 g mol⁻¹
- Structure (SMILES): CCCN(C)C.O.O.O.O.O.O.O.O.O.O
- Charge: 0

Each line ends with the natural charge from an NBO analysis.
Positions of all 49 atoms, in Å:
C (0.49, 1.19, 0.12)  -0.409
C (1.72, 0.72, 0.90)  -0.624
C (0.21, 0.18, -1.00)  -0.238
N (-0.72, 0.79, -1.98)  -0.466
C (-0.08, 1.92, -2.69)  -0.422
C (-1.35, -0.17, -2.88)  -0.415
H (0.57, 2.23, -0.14)  0.203
H (-0.32, 1.14, 0.86)  0.206
H (1.56, -0.25, 1.38)  0.223
H (2.66, 0.67, 0.34)  0.195
H (1.89, 1.34, 1.79)  0.211
H (-0.41, -0.59, -0.56)  0.222
H (1.17, -0.14, -1.42)  0.166
H (1.00, 1.77, -2.79)  0.189
H (-0.18, 2.80, -2.07)  0.196
H (-0.59, 2.02, -3.64)  0.197
H (-2.19, 0.37, -3.32)  0.191
H (-0.74, -0.53, -3.72)  0.157
H (-1.60, -1.07, -2.34)  0.209
H (-3.37, 1.98, 1.47)  0.483
H (-2.67, 2.92, 2.47)  0.484
O (-3.19, 2.12, 2.40)  -0.964
H (0.91, -3.19, 0.71)  0.512
H (2.20, -2.34, 0.40)  0.475
O (1.76, -2.85, 1.09)  -0.998
H (1.99, -2.46, 2.86)  0.522
H (1.86, -1.22, 3.91)  0.479
O (1.46, -2.00, 3.54)  -0.993
H (2.33, -0.61, -4.26)  0.475
H (3.38, -1.13, -3.34)  0.462
O (2.96, -0.30, -3.59)  -0.935
H (-2.54, -0.30, 1.12)  0.473
H (-3.59, 0.20, 2.14)  0.493
O (-3.04, -0.55, 1.91)  -0.963
H (-0.32, -2.14, 3.24)  0.507
H (-1.77, -1.81, 2.93)  0.493
O (-1.20, -2.55, 3.06)  -0.988
H (0.12, 4.30, 1.46)  0.464
H (0.95, 3.95, 2.59)  0.469
O (0.34, 3.51, 1.98)  -0.928
H (-4.40, 0.76, -1.28)  0.483
H (-2.87, 0.92, -0.93)  0.494
O (-3.77, 0.95, -0.59)  -0.982
H (-1.38, -3.51, -0.05)  0.472
H (-1.12, -2.91, 1.33)  0.516
O (-0.77, -2.90, 0.40)  -0.997
H (4.77, -0.53, -1.27)  0.474
H (3.53, -1.32, -1.52)  0.457
O (4.34, -1.35, -1.01)  -0.929

***

(x)
Computed, not measured: a 11-piece molecular cluster, C5H33NO10 overall, with ωB97M-V with the def2-TZVPD basis set.

## Properties
- Frontier orbital gap: 8.820 eV
- Molar mass: 267.32 g mol⁻¹
- Structure (SMILES): CCN(C)CC.O.O.O.O.O.O.O.O.O.O
- Charge: 0

Each line ends with the natural charge from an NBO analysis.
Positions of all 49 atoms, in Å:
C (-2.95, -0.53, 0.46)  -0.638
C (-2.00, -1.21, -0.56)  -0.245
N (-1.44, -0.16, -1.45)  -0.474
C (-0.26, -0.74, -2.22)  -0.227
C (0.90, 0.31, -2.22)  -0.616
C (-2.42, 0.40, -2.38)  -0.455
H (-2.62, 0.49, 0.62)  0.229
H (-4.02, -0.55, 0.16)  0.203
H (-2.80, -0.93, 1.46)  0.209
H (-2.27, -2.16, -1.02)  0.180
H (-1.18, -1.39, 0.20)  0.213
H (-0.66, -0.80, -3.23)  0.177
H (0.11, -1.68, -1.83)  0.210
H (1.81, -0.22, -2.52)  0.204
H (1.16, 0.54, -1.18)  0.214
H (0.80, 1.14, -2.87)  0.206
H (-3.41, 0.56, -1.92)  0.213
H (-2.60, 0.11, -3.41)  0.191
H (-2.13, 1.53, -2.39)  0.198
H (-1.24, -3.93, 2.34)  0.480
H (-0.42, -2.87, 2.94)  0.503
O (-0.32, -3.73, 2.53)  -0.953
H (-0.80, 0.25, 2.34)  0.489
H (0.63, -0.35, 2.29)  0.495
O (-0.29, -0.56, 2.46)  -1.011
H (1.93, 1.84, 0.52)  0.505
H (3.06, 2.78, 0.32)  0.467
O (2.27, 2.47, -0.12)  -0.971
H (3.43, -2.48, 0.81)  0.484
H (1.94, -2.05, 0.50)  0.517
O (2.89, -1.72, 0.61)  -1.013
H (4.10, -0.77, -0.29)  0.484
H (3.96, 0.70, -0.49)  0.469
O (4.64, 0.06, -0.26)  -0.973
H (0.58, -3.45, 1.01)  0.518
H (1.11, -3.99, -0.43)  0.491
O (0.88, -3.25, 0.12)  -0.990
H (2.51, 0.47, 3.28)  0.488
H (2.52, -0.29, 1.88)  0.507
O (2.21, 0.46, 2.37)  -0.978
H (-2.10, 3.55, 0.26)  0.519
H (-2.57, 3.47, 1.82)  0.484
O (-2.45, 3.00, 0.98)  -0.985
H (-0.95, 2.06, 0.84)  0.494
H (-0.39, 0.81, 0.21)  0.489
O (-0.11, 1.63, 0.67)  -1.018
H (-0.44, 3.71, -1.85)  0.483
H (0.12, 3.62, -0.48)  0.510
O (-0.71, 3.88, -0.92)  -0.979

***

Relative energies, in hartree, with the most stable structure set to zero: (w) 0.0000; (x) 0.0091.